Below is a cluster of 4 separate species, C23H66N9O7P3S in total in a non-equilibrium geometry, with properties calculated with ωB97M-V/def2-TZVPD.

* relative energy (zero: lowest compared OMol25 entry of this formula, charge and spin): 1294.1 kJ/mol
* molar mass: 705.8 g mol⁻¹
* E_LUMO: -1.226 eV
* orbital gap: 6.33 eV
* F_max: 9.026 eV Å⁻¹
* energy: -3357.17165 hartree

XYZ file:
```
109
C23H66N9O7P3S (ωB97M-V/def2-TZVPD)
C -5.87 -5.31 0.56
O -4.45 -5.69 0.45
C -3.79 -5.05 -0.69
C -2.61 -3.96 -0.24
C -1.55 -4.66 0.82
C -0.13 -5.15 0.09
O 0.32 -6.34 0.88
S 1.60 -5.92 1.93
O 1.06 -5.46 3.33
O 2.40 -7.43 2.25
H -6.20 -5.52 1.69
H -5.98 -4.17 0.27
H -6.47 -6.03 -0.15
H -3.27 -5.93 -1.31
H -4.60 -4.56 -1.39
H -2.05 -3.52 -1.18
H -3.18 -3.09 0.33
H -1.35 -3.93 1.74
H -1.99 -5.65 1.32
H 0.70 -4.33 0.11
H -0.33 -5.56 -1.00
H 3.37 -7.19 2.12
O -0.85 -0.85 4.31
P 0.44 0.01 4.22
N -0.06 0.68 2.71
C 0.79 1.15 1.62
C -1.23 1.57 2.79
N 1.40 -1.39 3.89
C 1.85 -1.76 2.55
C 1.01 -2.63 4.59
N 1.92 0.99 4.11
C 3.14 0.47 4.76
C 1.68 2.31 4.74
H 1.30 2.09 1.85
H 0.19 1.33 0.72
H 1.54 0.43 1.30
H -0.94 2.59 3.06
H -1.95 1.22 3.54
H -1.76 1.59 1.83
H 1.01 -1.88 1.86
H 2.42 -2.70 2.56
H 2.55 -1.02 2.17
H 0.17 -3.12 4.10
H 0.73 -2.41 5.63
H 1.84 -3.33 4.64
H 2.94 0.15 5.79
H 3.94 1.23 4.78
H 3.58 -0.37 4.21
H 1.49 2.19 5.82
H 0.83 2.82 4.30
H 2.54 2.97 4.61
O -3.75 -1.64 -3.31
P -4.68 -0.83 -4.25
N -6.00 -1.89 -3.95
C -7.11 -2.23 -4.84
C -6.54 -1.84 -2.58
N -3.83 -1.42 -5.65
C -4.33 -2.50 -6.48
C -2.38 -1.59 -5.50
N -5.74 0.09 -5.34
C -5.11 0.80 -6.48
C -6.44 1.14 -4.57
H -7.81 -1.41 -4.97
H -7.68 -3.08 -4.45
H -6.78 -2.56 -5.83
H -7.26 -1.03 -2.47
H -5.74 -1.67 -1.84
H -7.02 -2.78 -2.30
H -4.51 -3.42 -5.91
H -3.63 -2.74 -7.30
H -5.24 -2.20 -7.00
H -2.14 -2.53 -4.99
H -1.95 -0.77 -4.92
H -1.88 -1.59 -6.47
H -4.25 1.40 -6.14
H -5.82 1.47 -6.97
H -4.78 0.12 -7.27
H -5.73 1.87 -4.17
H -6.99 0.72 -3.73
H -7.17 1.66 -5.19
O 3.43 4.44 1.58
P 4.89 4.95 1.60
N 4.77 5.52 -0.03
C 5.83 5.64 -1.02
C 3.85 6.65 -0.21
N 5.51 3.34 1.55
C 6.01 2.71 0.34
C 4.74 2.33 2.30
N 6.57 5.55 1.62
C 7.53 4.84 2.49
C 6.58 6.95 2.08
H 6.52 6.46 -0.80
H 5.41 5.84 -2.01
H 6.41 4.73 -1.15
H 4.34 7.61 -0.01
H 2.98 6.58 0.44
H 3.46 6.68 -1.24
H 5.26 2.70 -0.46
H 6.33 1.68 0.52
H 6.92 3.21 0.00
H 3.87 1.98 1.73
H 4.39 2.74 3.26
H 5.36 1.46 2.54
H 7.13 4.72 3.51
H 8.48 5.40 2.56
H 7.81 3.86 2.10
H 6.23 7.03 3.12
H 5.94 7.58 1.47
H 7.59 7.38 2.01
```

Below is a cluster of 8 separate species, C23H67N5O8 in total in a non-equilibrium geometry, with properties calculated with ωB97M-V/def2-TZVPD.

* relative energy (zero: lowest compared OMol25 entry of this formula, charge and spin): 27.7 kJ/mol
* molar mass: 541.8 g mol⁻¹
* E_LUMO: 0.430 eV
* orbital gap: 9.60 eV
* F_max: 2.648 eV Å⁻¹
* energy: -1792.06137 hartree

XYZ file:
```
103
C23H67N5O8 (ωB97M-V/def2-TZVPD)
C 31.61 18.74 15.99
O 30.54 18.66 16.90
C 30.82 17.80 18.02
C 29.73 18.03 19.05
C 29.74 17.03 20.19
N 28.39 17.93 18.36
H 31.92 17.73 15.66
H 32.51 19.14 16.46
H 31.29 19.30 15.12
H 30.76 16.79 17.59
H 31.86 17.99 18.29
H 29.81 19.09 19.33
H 28.87 17.31 20.79
H 30.67 16.91 20.73
H 29.55 16.02 19.82
H 28.47 17.00 17.94
H 28.49 18.62 17.63
C 28.51 22.12 22.39
O 27.30 21.62 21.86
C 27.07 20.29 22.33
C 25.86 19.74 21.60
C 25.38 18.42 22.11
N 26.26 19.43 20.20
H 28.59 23.19 22.22
H 29.36 21.60 21.93
H 28.54 21.99 23.47
H 27.96 19.69 22.16
H 26.89 20.40 23.41
H 25.07 20.49 21.61
H 26.12 17.65 21.91
H 24.44 18.16 21.62
H 25.27 18.50 23.20
H 26.90 20.13 19.84
H 26.78 18.56 20.13
C 30.93 14.13 16.53
O 30.01 14.10 17.61
C 29.95 12.84 18.26
C 28.81 12.86 19.26
C 28.80 11.67 20.22
N 27.51 12.83 18.52
H 31.92 13.75 16.82
H 31.02 15.19 16.32
H 30.52 13.59 15.67
H 29.84 12.08 17.47
H 30.93 12.58 18.69
H 28.79 13.78 19.85
H 28.12 11.83 21.07
H 29.74 11.39 20.70
H 28.44 10.79 19.68
H 27.38 13.81 18.27
H 26.81 12.74 19.27
C 26.30 16.18 12.01
O 25.76 15.01 12.53
C 24.70 15.23 13.46
C 25.17 15.57 14.89
C 25.79 14.42 15.65
N 23.88 16.02 15.53
H 25.60 16.89 11.57
H 27.07 15.88 11.30
H 26.87 16.77 12.75
H 24.00 15.95 13.03
H 24.17 14.27 13.47
H 25.78 16.47 14.80
H 26.66 14.06 15.09
H 25.17 13.53 15.73
H 26.12 14.72 16.65
H 23.24 15.25 15.34
H 24.06 15.90 16.53
C 24.59 13.17 20.21
O 24.97 11.84 19.91
C 24.20 10.85 20.62
C 25.03 10.01 21.60
C 24.13 8.82 21.96
N 25.29 10.71 22.90
H 23.57 13.40 19.89
H 25.23 13.82 19.62
H 24.83 13.47 21.23
H 23.30 11.24 21.10
H 23.81 10.22 19.82
H 25.88 9.66 21.02
H 23.88 8.29 21.03
H 23.14 9.15 22.30
H 24.57 8.17 22.71
H 24.33 10.87 23.20
H 25.52 11.67 22.61
C 27.50 15.26 22.99
C 26.59 15.04 24.17
C 26.40 13.55 24.52
O 27.14 15.61 25.39
H 26.95 15.03 22.08
H 28.42 14.68 23.13
H 27.75 16.32 22.96
H 25.58 15.45 24.09
H 25.99 13.30 25.50
H 27.32 12.97 24.42
H 25.64 13.17 23.82
H 27.89 16.17 25.14
O 24.08 16.78 18.59
H 23.21 16.62 18.99
H 24.31 17.68 18.85
O 26.72 15.64 19.88
H 27.14 16.45 20.21
H 25.94 15.96 19.42
```